Entry 1:
Below is C39H31Cl3N3PRu as an isolated structure, with properties calculated with ωB97M-V with the def2-TZVPD basis set.

Output
2S+1: 2
Total charge: +1
Kohn-Sham gap (spin up / spin down): 7.42 / 6.45 eV
Expectation value of S²: 0.760
Energy relative to the best compared isomer or geometry (same formula, charge and spin): 0.398 eV

```
78
Properties=species:S:1:pos:R:3:mulliken_spin:R:1
Ru -0.145 -0.025 0.435 0.65
Cl 0.969 -1.160 -1.650 0.00
C -0.583 -1.987 -1.898 0.00
Cl -1.390 -2.162 -0.320 0.01
H -0.407 -2.970 -2.317 0.00
H -1.215 -1.357 -2.515 0.00
C 1.494 -3.074 3.190 0.00
C 2.339 -2.293 3.969 0.00
C 2.486 -0.954 3.663 0.01
C 1.781 -0.402 2.592 -0.01
C 0.907 -1.165 1.797 -0.03
C 0.792 -2.518 2.129 -0.02
C 1.949 0.987 2.169 0.01
C 2.778 1.906 2.860 -0.01
C 2.947 3.161 2.381 0.01
C 2.335 3.534 1.160 -0.01
C 2.535 4.808 0.584 0.00
C 1.974 5.128 -0.619 0.00
C 1.202 4.165 -1.298 0.00
C 0.981 2.929 -0.753 -0.02
C 1.523 2.588 0.502 0.01
N 1.294 1.339 1.060 0.02
H 1.383 -4.128 3.410 0.00
H 2.885 -2.728 4.795 0.00
H 3.161 -0.353 4.259 0.00
H 0.152 -3.177 1.555 0.00
H 3.261 1.597 3.773 0.00
H 3.565 3.878 2.907 0.00
H 3.153 5.522 1.115 0.00
H 2.137 6.103 -1.056 0.00
H 0.779 4.393 -2.269 0.00
H 0.394 2.192 -1.271 0.02
Cl -2.690 4.036 3.198 0.00
C -2.394 2.340 3.107 0.00
C -2.960 1.462 4.012 0.00
C -2.673 0.113 3.875 0.00
C -1.839 -0.306 2.858 0.00
N -1.303 0.557 1.986 -0.03
C -1.575 1.858 2.102 -0.01
H -3.607 1.826 4.798 0.00
H -3.089 -0.614 4.558 0.00
H -1.568 -1.345 2.734 0.00
H -1.137 2.520 1.370 0.00
N -1.362 0.927 -0.808 0.36
P -2.338 1.574 -1.835 -0.04
C -3.630 2.638 -1.136 0.00
C -4.931 2.670 -1.633 0.00
C -5.865 3.538 -1.083 0.00
C -5.504 4.378 -0.040 0.00
C -4.206 4.358 0.454 0.00
C -3.273 3.492 -0.093 0.01
C -3.240 0.326 -2.793 0.04
C -3.971 -0.631 -2.085 0.00
C -4.606 -1.662 -2.757 0.00
C -4.513 -1.750 -4.141 0.00
C -3.793 -0.801 -4.851 0.00
C -3.156 0.236 -4.180 0.00
C -1.506 2.640 -3.047 0.04
C -2.042 3.858 -3.457 -0.01
C -1.372 4.635 -4.394 0.00
C -0.168 4.199 -4.926 0.00
C 0.372 2.984 -4.524 0.00
C -0.293 2.210 -3.587 0.00
H -5.217 2.021 -2.450 0.00
H -6.875 3.556 -1.469 0.00
H -6.234 5.052 0.387 0.00
H -3.922 5.017 1.264 0.00
H -2.254 3.478 0.280 0.00
H -4.042 -0.561 -1.006 -0.01
H -5.177 -2.397 -2.204 0.00
H -5.008 -2.557 -4.666 0.00
H -3.732 -0.862 -5.930 0.00
H -2.603 0.979 -4.741 0.00
H -2.980 4.207 -3.043 0.00
H -1.792 5.582 -4.706 0.00
H 0.352 4.806 -5.655 0.00
H 1.313 2.645 -4.935 0.00
H 0.137 1.273 -3.253 0.00
```

=====

Entry 2:
Below is C39H31Cl3N3PRu as an isolated structure, with properties calculated with ωB97M-V with the def2-TZVPD basis set.

Output
2S+1: 2
Total charge: +1
Kohn-Sham gap (spin up / spin down): 7.39 / 6.47 eV
Expectation value of S²: 0.759
Energy relative to the best compared isomer or geometry (same formula, charge and spin): 0.291 eV

```
78
Properties=species:S:1:pos:R:3:mulliken_spin:R:1
Ru -0.143 -1.455 0.968 0.66
Cl 1.192 -3.180 -0.656 0.00
C -0.295 -3.231 -1.617 -0.01
Cl -1.676 -2.904 -0.539 0.01
H -0.416 -4.219 -2.045 0.00
H -0.267 -2.438 -2.356 0.00
C -1.203 -4.773 3.701 0.00
C -0.513 -4.398 4.848 0.00
C 0.273 -3.264 4.817 0.01
C 0.362 -2.509 3.645 0.00
C -0.331 -2.862 2.470 -0.02
C -1.114 -4.018 2.539 -0.02
C 1.227 -1.337 3.524 0.00
C 1.961 -0.798 4.612 0.00
C 2.786 0.260 4.416 0.00
C 2.953 0.789 3.110 -0.01
C 3.846 1.849 2.837 0.00
C 4.017 2.307 1.561 0.00
C 3.300 1.704 0.507 0.00
C 2.417 0.688 0.749 0.00
C 2.210 0.215 2.060 0.00
N 1.306 -0.805 2.305 0.02
H -1.813 -5.668 3.711 0.00
H -0.582 -4.991 5.749 0.00
H 0.825 -2.985 5.705 0.00
H -1.667 -4.366 1.674 0.00
H 1.843 -1.230 5.592 0.00
H 3.335 0.697 5.241 0.00
H 4.400 2.282 3.660 0.00
H 4.705 3.116 1.358 0.00
H 3.447 2.039 -0.513 0.00
H 1.865 0.227 -0.056 0.00
Cl -1.689 3.280 3.428 0.00
C -2.155 1.684 2.969 0.00
C -3.422 1.201 3.232 0.00
C -3.711 -0.104 2.860 0.00
C -2.738 -0.866 2.246 0.00
N -1.522 -0.372 1.968 -0.03
C -1.227 0.878 2.333 -0.01
H -4.154 1.823 3.728 0.00
H -4.679 -0.538 3.061 0.00
H -2.909 -1.901 1.986 0.00
H -0.231 1.236 2.121 0.01
N -0.147 -0.192 -0.545 0.35
P -0.230 0.572 -1.900 -0.04
C -1.167 2.122 -1.883 0.00
C -1.917 2.553 -2.976 0.00
C -2.587 3.767 -2.926 0.00
C -2.500 4.561 -1.791 0.00
C -1.742 4.145 -0.705 0.00
C -1.080 2.928 -0.751 0.01
C -1.040 -0.428 -3.178 0.03
C -2.361 -0.821 -2.950 0.00
C -3.000 -1.670 -3.838 0.00
C -2.328 -2.132 -4.964 0.00
C -1.022 -1.733 -5.206 0.00
C -0.378 -0.880 -4.318 0.00
C 1.395 1.024 -2.568 0.03
C 1.652 2.269 -3.135 -0.01
C 2.919 2.564 -3.624 0.00
C 3.932 1.621 -3.547 0.00
C 3.685 0.378 -2.976 0.00
C 2.423 0.083 -2.487 0.00
H -1.985 1.937 -3.865 0.00
H -3.175 4.094 -3.773 0.00
H -3.021 5.509 -1.755 0.00
H -1.667 4.768 0.176 0.00
H -0.476 2.597 0.082 0.00
H -2.882 -0.460 -2.071 -0.01
H -4.024 -1.969 -3.657 0.00
H -2.829 -2.793 -5.658 0.00
H -0.505 -2.078 -6.092 0.00
H 0.638 -0.565 -4.519 0.00
H 0.868 3.013 -3.192 0.00
H 3.112 3.534 -4.063 0.00
H 4.918 1.854 -3.927 0.00
H 4.477 -0.356 -2.908 0.00
H 2.234 -0.877 -2.020 0.00
```

=====

Entry 3:
Below is C39H31F3IrN4O3Sb as an isolated structure, with properties calculated with ωB97M-V with the def2-TZVPD basis set.

Output
Total charge: 0
Kohn-Sham gap: 7.38 eV
Energy relative to the best compared isomer or geometry (same formula, charge and spin): 1.279 eV

```
82
Properties=species:S:1:pos:R:3:mulliken_charge:R:1
Ir 1.004 0.415 -1.190 1.19
C 3.551 -1.509 -3.984 -1.81
C 2.489 -0.574 -3.467 1.01
O 1.964 -0.942 -2.345 -0.58
C 2.141 0.541 -4.207 -1.32
C 1.158 1.526 -3.885 1.19
C 0.886 2.628 -4.865 -1.48
N 0.496 1.494 -2.763 0.67
N -0.452 2.493 -2.505 -1.02
C -0.688 2.593 -1.227 0.43
O -0.141 1.853 -0.296 -0.73
C -1.689 3.586 -0.762 0.29
C -2.377 4.392 -1.668 -0.39
C -3.318 5.299 -1.213 -0.72
C -3.585 5.408 0.147 -0.40
C -2.904 4.606 1.050 -0.89
C -1.956 3.700 0.598 -0.13
H 4.534 -1.058 -3.835 0.33
H 3.431 -1.706 -5.048 0.43
H 3.512 -2.443 -3.428 0.32
H 2.665 0.684 -5.142 0.35
H 1.647 2.634 -5.642 0.45
H 0.858 3.591 -4.357 0.35
H -0.093 2.496 -5.328 0.29
H -2.167 4.290 -2.724 0.47
H -3.851 5.921 -1.920 0.40
H -4.323 6.118 0.499 0.39
H -3.110 4.683 2.110 0.42
H -1.415 3.074 1.296 0.53
O 1.538 -0.636 0.511 -0.23
C 2.743 -1.076 0.726 0.47
C 2.914 -2.151 1.627 -0.83
C 4.153 -2.688 1.873 -0.56
C 5.296 -2.181 1.245 -1.11
C 5.162 -1.100 0.406 -0.81
C 3.912 -0.519 0.150 0.75
C 3.829 0.721 -0.598 0.36
N 2.731 1.359 -0.995 0.78
C 3.102 2.555 -1.579 -0.46
C 4.447 2.654 -1.526 -1.00
N 4.888 1.498 -0.912 -0.05
H 2.027 -2.539 2.114 0.36
H 4.244 -3.521 2.560 0.47
H 6.267 -2.620 1.424 0.39
H 6.051 -0.708 -0.077 0.36
H 2.372 3.253 -1.945 0.47
H 5.116 3.432 -1.841 0.44
H 5.839 1.282 -0.673 0.16
F -0.497 -4.978 6.130 -0.34
C -0.667 -3.995 5.223 0.37
C -1.605 -4.171 4.222 -0.71
C -1.777 -3.154 3.297 -0.09
C -1.022 -1.983 3.359 -0.27
C -0.091 -1.848 4.386 -0.59
C 0.096 -2.852 5.329 -0.60
Sb -1.267 -0.314 2.033 1.25
C -1.171 -1.413 0.194 0.40
C -0.720 -2.723 0.149 -0.59
C -0.414 -3.353 -1.055 -0.73
C -0.559 -2.653 -2.228 0.28
F -0.242 -3.243 -3.394 -0.41
C -1.035 -1.355 -2.243 0.00
C -1.339 -0.741 -1.026 -1.54
C -3.417 -0.343 2.173 -0.04
C -4.257 -0.909 1.217 0.12
C -5.637 -0.913 1.383 -0.71
C -6.162 -0.345 2.524 0.42
F -7.501 -0.348 2.696 -0.34
C -5.369 0.231 3.495 -0.61
C -3.994 0.229 3.305 -0.75
H -2.185 -5.083 4.186 0.44
H -2.530 -3.273 2.525 0.51
H 0.513 -0.950 4.454 0.37
H 0.814 -2.757 6.133 0.44
H -0.555 -3.271 1.068 0.36
H -0.040 -4.368 -1.084 0.48
H -1.169 -0.836 -3.183 0.40
H -1.770 0.253 -1.062 0.87
H -3.840 -1.356 0.322 0.33
H -6.298 -1.352 0.648 0.45
H -5.825 0.666 4.374 0.44
H -3.367 0.689 4.063 0.38
```

=====

Entry 4:
Below is C39H31IN8O2Tl as an isolated structure, with properties calculated with ωB97M-V with the def2-TZVPD basis set.

Output
Total charge: +1
Kohn-Sham gap: 7.94 eV
Energy relative to the best compared isomer or geometry (same formula, charge and spin): 2.165 eV

```
82
Properties=species:S:1:pos:R:3:mulliken_charge:R:1
Tl 0.919 0.418 0.346 2.78
O -3.549 1.868 1.281 -0.78
C -4.037 1.085 0.300 0.66
C -5.325 1.376 -0.156 -0.73
C -5.912 0.599 -1.129 -0.33
C -5.235 -0.494 -1.672 -0.97
C -3.966 -0.786 -1.224 -0.78
C -3.339 -0.005 -0.245 0.75
C -1.960 -0.323 0.176 0.64
O -1.305 0.538 0.875 -1.00
N -1.430 -1.453 -0.258 -0.93
N -0.103 -1.597 0.126 0.54
C 1.333 -3.004 0.768 -0.31
C 2.711 -2.426 0.896 -0.08
C 3.787 -3.269 1.138 -1.03
C 5.060 -2.729 1.239 -0.57
C 5.222 -1.360 1.109 -1.06
C 4.097 -0.586 0.876 -0.12
N 2.880 -1.109 0.758 0.56
H -2.636 1.570 1.462 0.35
H -5.840 2.220 0.284 0.50
H -6.911 0.839 -1.470 0.42
H -5.703 -1.108 -2.429 0.44
H -3.422 -1.631 -1.623 0.45
H 1.373 -4.052 1.055 0.59
H 3.623 -4.331 1.259 0.51
H 5.911 -3.369 1.428 0.46
H 6.193 -0.893 1.193 0.46
H 4.164 0.493 0.780 0.41
C 1.141 -2.549 -1.902 -2.02
N 1.715 -1.215 -2.081 0.15
C 1.265 -0.513 -3.273 -1.72
C 0.158 0.454 -2.969 0.54
N 0.041 1.116 -1.848 0.21
C -1.042 1.981 -2.021 -0.05
C -1.586 2.933 -1.164 -0.33
C -2.687 3.632 -1.612 -0.81
C -3.235 3.404 -2.884 -0.58
C -2.690 2.481 -3.754 -1.14
C -1.580 1.784 -3.293 0.76
N -0.783 0.805 -3.875 -0.10
C 0.535 -2.798 -0.532 1.54
N 0.221 -2.287 1.490 -0.19
C -0.815 -3.275 1.687 0.27
C -1.495 -3.379 2.882 -1.03
C -2.497 -4.333 3.010 -0.72
C -2.802 -5.157 1.935 -0.58
C -2.117 -5.049 0.731 -0.87
C -1.118 -4.101 0.605 0.60
N -0.394 -3.896 -0.598 -0.40
H 1.866 -3.343 -2.105 0.21
H 0.332 -2.672 -2.626 0.65
H 2.722 -1.234 -2.033 0.32
H 0.927 -1.206 -4.052 0.53
H 2.095 0.052 -3.706 0.42
H -1.169 3.109 -0.182 0.46
H -3.149 4.366 -0.965 0.42
H -4.105 3.969 -3.191 0.42
H -3.109 2.312 -4.736 0.47
H -0.887 0.418 -4.797 0.26
H -1.243 -2.711 3.695 0.50
H -3.039 -4.429 3.940 0.45
H -3.586 -5.896 2.032 0.42
H -2.362 -5.694 -0.104 0.48
H -1.013 -3.832 -1.395 0.45
I 0.874 0.653 3.492 0.13
C 2.021 2.375 3.157 0.12
C 2.374 3.060 4.285 -0.54
C 3.145 4.237 4.207 -0.84
C 3.545 4.695 2.992 -0.87
C 3.196 4.005 1.805 0.84
C 3.637 4.521 0.562 -0.89
C 3.318 3.906 -0.607 -1.20
C 2.531 2.737 -0.574 -0.31
C 2.091 2.195 0.605 0.22
C 2.412 2.814 1.851 0.08
H 2.059 2.701 5.255 0.47
H 3.407 4.763 5.115 0.41
H 4.136 5.597 2.907 0.42
H 4.230 5.427 0.567 0.39
H 3.651 4.309 -1.554 0.46
H 2.256 2.277 -1.515 0.24
```